(1)
Density functional theory data (ωB97M-V/def2-TZVPD) for C17H30NO9V as an isolated structure.

XYZ file:
```
58
Properties=species:S:1:pos:R:3:forces:R:3:mulliken_spin:R:1
O 1.1860 -0.6187 0.3390 -0.5 3.6 2.6 -0.034
V 1.5528 -1.8598 -0.5092 2.9 1.5 -6.0 1.060
O 0.6270 -3.0162 -0.1338 -2.8 -4.5 1.5 -0.016
C -1.4449 -0.9435 -1.6068 0.9 -1.0 0.2 0.055
C -0.8651 0.0597 -2.6145 1.0 0.2 -0.6 0.002
C -1.2147 1.4384 -1.9746 0.4 -0.5 -0.9 -0.012
C -0.4447 2.5923 -2.5789 -1.1 0.1 0.7 0.000
C 1.0680 2.5055 -2.5052 -1.6 -0.8 -0.3 0.001
C 1.5766 1.1222 -3.0412 -0.8 0.3 1.6 -0.011
N 0.6470 -0.0182 -2.7358 -0.9 1.5 0.9 -0.006
O 1.2601 -1.2609 -2.7417 0.3 -1.0 1.9 0.009
C 2.9739 0.9564 -2.3366 -0.2 -0.3 -0.3 -0.011
C 1.6844 1.3540 -4.5055 1.7 -0.2 -1.3 0.001
C -1.6519 -0.1411 -4.0247 0.5 0.0 2.1 0.001
H -2.5335 -0.9161 -1.5600 0.0 0.5 0.2 0.002
H -0.9537 -0.8000 -0.6444 -0.5 0.5 0.2 -0.043
H -1.2058 -2.0009 -1.7208 0.2 -0.1 -0.9 -0.005
H -1.0329 1.4792 -0.9007 0.1 -0.6 0.1 0.005
H -2.2823 1.5966 -2.1275 -0.2 0.1 0.1 0.000
H -0.7552 3.4435 -1.9729 0.0 0.5 -0.3 0.000
H -0.8384 2.7478 -3.5833 0.4 0.2 -0.3 0.000
H 1.3990 2.7171 -1.4885 0.1 -0.1 0.0 0.000
H 1.3198 3.3159 -3.1893 1.0 0.0 0.3 0.000
H 3.7433 0.4235 -2.8952 -0.3 -0.4 -0.2 0.000
H 2.8618 0.4706 -1.3673 -0.2 -0.1 0.0 0.008
H 3.4377 1.9152 -2.1046 -0.3 0.3 -0.2 0.001
H 2.2404 0.5469 -4.9827 -0.3 -0.3 -0.2 0.000
H 2.3405 2.2192 -4.5998 0.0 0.3 -0.5 0.000
H 0.7594 1.5324 -5.0540 -0.1 0.0 0.3 0.000
H -1.4886 0.6921 -4.7082 0.1 -0.2 -0.1 0.000
H -2.7017 -0.2123 -3.7403 -0.3 0.3 -0.2 -0.001
H -1.4301 -1.1261 -4.4353 0.5 0.2 -0.2 0.000
C -0.1504 -5.3555 4.0505 -1.5 1.6 0.8 0.000
C 0.1636 -3.9152 3.5107 -1.4 -2.2 0.3 -0.002
C -0.3069 -2.6995 4.3317 -1.6 0.1 -1.4 0.001
O 0.7680 -1.8251 4.1241 -0.7 2.4 1.7 0.002
C 1.8431 -2.4799 3.8862 4.9 0.5 -2.4 -0.009
O 2.9728 -1.9865 3.7215 -3.1 -1.6 1.1 0.001
O 1.5134 -3.7558 3.6308 3.8 -0.2 0.6 0.003
H -1.1550 -5.6303 3.7289 0.3 -0.6 -1.0 0.000
H -0.4265 -5.2987 5.1034 0.9 0.1 0.6 0.000
H 0.6426 -6.0902 3.9108 -0.3 0.2 -0.4 0.000
H 0.0044 -3.9402 2.4327 -0.8 0.7 -0.1 0.003
H -0.5126 -2.9175 5.3797 0.4 -0.1 0.1 0.000
H -1.1108 -2.0827 3.9300 -0.6 -0.7 0.0 0.000
C -0.2541 3.4839 1.8834 -0.9 -0.7 -1.6 0.000
C -1.2932 2.3233 1.8275 1.3 1.8 0.4 0.001
C -0.7062 0.9517 2.1174 -0.2 1.3 -0.4 -0.005
O -1.6155 0.5657 3.0974 -0.2 -3.4 2.2 0.001
C -2.3400 1.5291 3.6453 -1.0 -0.7 -1.6 0.000
O -3.2263 1.4104 4.4232 -0.2 -0.5 1.6 0.000
O -2.1373 2.6095 2.9568 0.3 2.0 -0.6 0.000
H -0.8056 4.4167 1.7661 0.2 0.1 0.1 0.000
H 0.4062 3.3807 1.0223 0.2 0.1 0.0 0.000
H 0.3442 3.4994 2.7944 -0.3 -0.3 0.0 0.000
H -1.9641 2.2562 0.9711 0.3 0.6 -0.3 0.000
H 0.2972 1.0654 2.5277 0.1 -0.6 -0.1 0.000
H -0.7853 0.2702 1.2704 0.5 0.0 0.3 -0.002
```
Forces are in eV/Å.

Total charge: -1
E_HOMO (spin up / spin down): -3.1 / -3.1 eV
<S²>: 0.76
Orbital gap (spin up / spin down): 5.86 / 5.87 eV
2S+1: 2
LUMO energy (spin up / spin down): 2.8 / 2.8 eV

---

(2)
Density functional theory data (ωB97M-V/def2-TZVPD) for one molecule with the formula F2N2O2.

XYZ file:
```
6
Properties=species:S:1:pos:R:3:forces:R:3:mulliken_charge:R:1
N -0.3330 0.7405 0.0272 0.4 -2.8 -1.6 1.040
N -0.0910 -0.9514 -0.3541 -3.4 1.8 1.0 0.163
O 0.3768 1.3471 -0.6620 0.7 2.2 -0.7 -0.495
O -1.0957 0.9381 0.8727 -1.4 0.7 1.4 -0.487
F 1.0810 -0.7977 -0.8331 3.2 -0.7 -1.1 -0.078
F 0.0619 -1.2767 0.9493 0.6 -1.2 1.0 -0.142
```
Forces are in eV/Å.

E_HOMO: -11.0 eV
Orbital gap: 11.17 eV
2S+1: 1
Relative energy (zero: lowest compared OMol25 entry of this formula, charge and spin): 5.1 kcal/mol
LUMO energy: 0.2 eV

---

(3)
Density functional theory data (ωB97M-V/def2-TZVPD) for a 2-piece molecular cluster, C3H7S overall.

XYZ file:
```
11
Properties=species:S:1:pos:R:3:forces:R:3:mulliken_spin:R:1
S 0.8086 3.1043 -0.5988 0.1 0.2 0.0 0.016
H 0.3548 4.0782 -1.3946 -0.1 0.2 -0.1 -0.001
C -0.9901 -0.0587 0.2057 0.2 1.0 -1.9 -0.118
C -0.2163 -1.3225 0.4032 0.6 0.6 1.7 2.905
C 1.0386 -1.5873 0.0520 -0.3 -0.3 -0.1 0.153
H -1.3959 0.0173 -0.8237 -0.9 -0.5 0.5 -0.170
H -0.4219 0.8769 0.0836 0.8 -0.5 0.5 0.036
H -1.6684 0.2309 1.0110 -0.5 -0.7 -0.2 -0.167
H -0.6160 -1.9504 1.2079 0.0 0.0 -0.1 -0.095
H 1.6117 -2.3100 0.6452 -0.2 -0.4 -0.6 -1.339
H 1.4950 -1.0788 -0.7915 0.2 0.3 0.3 -0.219
```
Forces are in eV/Å.

Total charge: -2
E_HOMO (spin up / spin down): 4.2 / -0.2 eV
<S²>: 0.75
Orbital gap (spin up / spin down): 2.44 / 6.89 eV
2S+1: 2
Relative energy (zero: lowest compared OMol25 entry of this formula, charge and spin): 17.6 kcal/mol
LUMO energy (spin up / spin down): 6.7 / 6.7 eV

---

(4)
Density functional theory data (ωB97M-V/def2-TZVPD) for a 2-piece molecular cluster, C34H22BBrF6NO5 overall.

XYZ file:
```
70
Properties=species:S:1:pos:R:3:forces:R:3:mulliken_charge:R:1
O -0.7479 3.5020 1.6789 0.1 0.1 -0.8 -0.587
B 0.1781 3.6495 0.6747 -0.1 -0.5 0.4 0.801
O 1.4822 3.8058 0.9737 -0.4 -0.5 0.0 -0.555
C -0.3948 3.5842 -0.8469 0.7 0.5 1.1 -0.125
C -1.2226 4.6201 -1.2086 -0.7 0.8 -0.2 0.989
C -1.5516 5.8044 -0.2782 -0.6 0.3 -0.9 -1.210
O -0.5048 6.7569 -0.3072 -0.3 -0.5 0.6 -0.405
C 0.0826 7.0142 0.9287 0.5 0.1 0.2 0.181
C 1.4567 6.9506 0.9734 0.8 -0.2 -1.0 0.093
C 2.1731 7.1908 2.1264 -0.1 0.1 0.0 -0.632
C 1.4776 7.5287 3.2798 1.0 -0.1 -0.2 -0.457
C 0.1027 7.5741 3.2377 -0.3 0.3 1.2 -0.694
C -0.6100 7.3309 2.0838 -0.8 -0.3 -0.7 -0.153
C -1.8158 4.6625 -2.4874 0.7 -0.6 0.9 -0.610
C -1.5270 3.6118 -3.3207 -1.1 0.9 -1.1 -0.452
Br -2.3304 3.5774 -5.0457 0.4 -0.2 0.5 -0.083
C -0.6887 2.5974 -2.9224 -0.3 -0.3 -1.3 0.827
F -0.5163 1.6446 -3.8015 0.4 -0.2 0.6 -0.258
N -0.1034 2.5731 -1.7231 -0.1 0.6 -0.6 0.467
C 0.8177 1.4952 -1.3136 1.7 -2.7 0.9 0.197
F 2.0046 1.9980 -0.9443 -0.6 0.8 0.1 -0.316
F 1.1494 0.6808 -2.3474 -0.7 0.7 -0.4 -0.324
C 0.2269 0.5832 -0.2435 0.0 1.3 -0.6 0.535
C -0.9785 -0.0123 -0.5538 -0.6 0.0 -0.6 -0.774
C -1.5893 -0.8823 0.3251 0.2 0.2 -0.2 -0.847
C -0.9382 -1.1171 1.5203 -0.9 -0.8 0.3 -0.735
C 0.2582 -0.5109 1.8239 0.6 0.0 1.0 0.067
C 0.8742 -0.8698 3.1756 -1.1 -0.7 -0.9 0.727
F 1.2151 -2.1763 3.1423 0.4 0.3 0.2 -0.222
F 1.9335 -0.1305 3.4855 -0.1 -0.1 0.2 -0.265
F -0.0731 -0.7674 4.1272 0.5 0.4 0.2 -0.257
C 0.8747 0.3586 0.9508 0.3 0.0 0.1 0.009
H -1.6302 3.4278 1.2947 -0.1 -0.2 0.5 0.325
H 1.5825 3.5520 1.9060 0.3 0.5 0.0 0.294
H -1.8570 5.4927 0.7234 0.4 0.1 0.0 0.385
H -2.4331 6.2939 -0.7216 0.1 -0.2 0.2 0.437
H 2.0048 6.6971 0.0655 -0.2 0.0 0.1 0.388
H 3.2559 7.1042 2.0800 -0.2 0.1 0.2 0.403
H 2.0414 7.7493 4.1818 -0.3 -0.1 0.0 0.408
H -0.3996 7.8193 4.1720 -0.2 0.0 -0.3 0.382
H -1.6993 7.3539 2.0527 0.2 0.2 0.2 0.479
H -2.4883 5.4670 -2.7713 0.2 -0.1 -0.1 0.526
H -1.4621 0.1885 -1.5108 0.1 0.0 0.1 0.422
H -2.5239 -1.3597 0.0511 0.2 0.0 0.2 0.496
H -1.3886 -1.8235 2.2146 0.2 0.2 0.0 0.391
H 1.8275 0.8220 1.1900 -0.2 -0.1 -0.1 0.767
C 3.2257 -4.2022 -0.3187 -0.1 0.0 0.0 -0.898
C 2.2187 -3.3320 0.0888 0.0 -0.1 -0.1 -0.040
C 0.8961 -3.7400 0.0563 0.2 0.2 0.0 -0.172
C 0.5716 -5.0114 -0.3930 0.0 -0.1 -0.1 -0.317
C 1.5772 -5.8764 -0.8233 -0.1 0.1 0.0 0.320
C 2.9058 -5.4714 -0.7742 0.1 0.1 0.0 -0.590
C 1.2400 -7.2272 -1.3530 0.2 -0.3 -0.1 0.555
O 2.1133 -7.9818 -1.7236 0.0 0.1 0.0 -0.649
C -0.1932 -7.6234 -1.4239 -0.1 0.1 0.0 0.102
C -0.5336 -8.8560 -1.9663 -0.1 -0.2 -0.1 -0.521
C -1.8625 -9.2428 -2.0266 0.0 0.1 0.0 -0.481
C -2.8578 -8.4031 -1.5368 0.1 0.0 0.0 -0.508
C -2.5254 -7.1706 -0.9997 -0.1 -0.1 0.0 -0.488
C -1.1950 -6.7718 -0.9493 0.1 -0.1 0.0 0.096
C -0.8545 -5.4332 -0.4026 -0.3 0.2 0.1 0.593
O -1.7211 -4.6915 0.0237 0.1 0.0 0.0 -0.689
H 4.2608 -3.8870 -0.2848 0.0 0.0 0.0 0.408
H 2.4690 -2.3361 0.4340 0.0 0.0 0.0 0.448
H 0.1133 -3.0685 0.3773 0.0 -0.2 0.0 0.556
H 3.6880 -6.1461 -1.0954 -0.1 -0.1 0.0 0.496
H 0.2391 -9.5118 -2.3447 0.1 0.1 0.1 0.477
H -2.1255 -10.2016 -2.4541 0.0 0.0 0.0 0.408
H -3.8947 -8.7107 -1.5785 0.0 0.0 0.0 0.398
H -3.3004 -6.5166 -0.6232 0.1 0.1 0.0 0.459
```
Forces are in eV/Å.

Total charge: +1
E_HOMO: -11.3 eV
Orbital gap: 6.47 eV
2S+1: 1
LUMO energy: -4.9 eV

---

(5)
Density functional theory data (ωB97M-V/def2-TZVPD) for an isolated ion of composition CH5NOP and charge -1.

XYZ file:
```
9
Properties=species:S:1:pos:R:3:forces:R:3:mulliken_charge:R:1
C 1.0512 -0.7518 -0.3219 -2.3 2.4 0.4 -0.623
N -0.1006 -0.0705 0.4432 2.5 -2.1 0.2 -0.084
O -1.2328 -0.9786 0.5405 0.0 -0.3 0.1 -0.689
P -1.3008 0.8620 -0.2022 -0.5 1.7 1.1 -0.212
H 1.8490 0.0311 -0.4134 -0.5 -0.9 -0.1 0.201
H 1.3322 -1.5743 0.3198 0.3 -0.3 -0.1 0.193
H 0.6130 -1.0710 -1.2918 0.7 -0.2 0.3 0.295
H -0.4766 2.1126 -0.2128 0.0 0.3 -0.5 -0.063
H -1.7345 1.4406 1.1385 -0.1 -0.7 -1.4 -0.020
```
Forces are in eV/Å.

Total charge: -1
E_HOMO: -2.5 eV
Orbital gap: 7.17 eV
2S+1: 1
Relative energy (zero: lowest compared OMol25 entry of this formula, charge and spin): 75.0 kcal/mol
LUMO energy: 4.7 eV

---

Per-record total energy, Ha: -2341.63187; -459.44621; -516.51632; -4937.74647; -512.34561
Per-record max |F|, Eh/bohr: 0.1330; 0.0777; 0.0416; 0.0652; 0.0656